# 1
{
  "formula": "C23H26NO6SiSn",
  "method": "wB97M-V/def2-TZVPD",
  "charge": 1,
  "symbols": ["Sn", "O", "C", "O", "C", "C", "C", "C", "C", "O", "C", "C", "O", "O", "H", "H", "H", "H", "H", "H", "H", "H", "C", "Si", "C", "C", "N", "C", "C", "C", "C", "C", "C", "O", "C", "C", "C", "C", "C", "C", "H", "H", "H", "H", "H", "H", "H", "H", "H", "H", "H", "H", "H", "H", "H", "H", "H", "H"],
  "xyz": [[-0.2571, 0.5583, 0.7553], [-4.1254, 1.3605, 0.7970], [-3.0818, 1.3187, 1.3866], [-1.9238, 1.7295, 0.8490], [-2.9641, 0.7767, 2.8083], [-1.7685, 1.3705, 3.5616], [-1.8478, 1.0758, 5.0529], [-1.5566, -0.4438, 5.0902], [-1.3013, -0.7500, 3.6172], [-0.6780, 0.4878, 3.1432], [-2.6192, -0.7611, 2.8355], [-2.4588, -1.3700, 1.4443], [-3.3460, -1.9591, 0.8920], [-1.2462, -1.2143, 0.8955], [-3.9078, 0.9849, 3.3074], [-1.5366, 2.3973, 3.2977], [-2.8144, 1.3504, 5.4709], [-1.0764, 1.6317, 5.5826], [-2.3890, -1.0336, 5.4701], [-0.6793, -0.6653, 5.6943], [-0.6459, -1.5915, 3.4166], [-3.3925, -1.3381, 3.3369], [-1.1617, 1.6584, -4.1489], [-1.0054, 0.0156, -3.2806], [-2.3268, -0.1316, -2.0026], [-0.9472, -1.4900, -4.3756], [0.6097, -0.0036, -2.4124], [1.7636, 0.1078, -2.9233], [2.0755, 0.3841, -4.3306], [3.3408, 0.5513, -4.7432], [4.4196, 0.4447, -3.7998], [4.2507, 0.1429, -2.4798], [2.9409, -0.0434, -2.0066], [2.6437, -0.3172, -0.7854], [3.6488, -0.6232, 0.1716], [4.3201, -1.8251, 0.0714], [5.2389, -2.1343, 1.0645], [5.4568, -1.2528, 2.1150], [4.7573, -0.0567, 2.1848], [3.8293, 0.2711, 1.2046], [-2.1555, 1.7238, -4.5977], [-0.4312, 1.8545, -4.9336], [-1.0886, 2.4632, -3.4134], [-3.2933, -0.1903, -2.5126], [-2.3969, 0.7410, -1.3467], [-2.2383, -1.0267, -1.3849], [-1.9079, -1.5899, -4.8859], [-0.8074, -2.3852, -3.7662], [-0.1639, -1.4690, -5.1344], [1.2451, 0.4603, -5.0175], [3.5708, 0.7741, -5.7752], [5.4268, 0.6133, -4.1628], [5.0909, 0.0543, -1.8071], [4.1177, -2.5072, -0.7441], [5.7756, -3.0720, 1.0202], [6.1706, -1.5044, 2.8872], [4.9292, 0.6272, 3.0046], [3.2661, 1.1936, 1.2368]],
  "forces_ev_per_a": [[0.12, 0.11, 0.50], [-0.04, 0.07, 0.09], [0.10, 0.06, -0.20], [-0.08, -0.16, -0.01], [-0.01, 0.05, -0.03], [-0.05, 0.03, 0.03], [0.02, 0.00, 0.01], [-0.01, 0.00, 0.01], [-0.03, -0.03, 0.03], [0.00, -0.01, -0.08], [0.03, -0.03, -0.06], [0.10, -0.05, -0.15], [-0.01, -0.06, 0.09], [-0.04, 0.10, -0.01], [-0.01, -0.10, 0.02], [0.07, -0.02, -0.04], [-0.02, -0.03, -0.01], [-0.03, 0.02, 0.02], [0.00, 0.01, 0.02], [0.00, -0.01, -0.01], [0.05, 0.04, -0.04], [-0.04, 0.09, 0.04], [0.09, 0.01, -0.01], [-0.09, 0.07, 0.14], [-0.02, -0.01, -0.02], [0.04, 0.01, -0.01], [-0.23, -0.12, -0.27], [0.08, 0.03, 0.16], [-0.02, 0.01, -0.08], [-0.02, -0.01, 0.02], [0.05, 0.00, 0.00], [-0.02, -0.03, -0.03], [0.03, 0.12, -0.01], [-0.02, -0.17, 0.00], [-0.03, 0.04, 0.00], [-0.01, 0.00, 0.05], [-0.01, -0.01, -0.01], [0.01, -0.01, 0.01], [-0.01, 0.03, 0.00], [0.08, -0.01, -0.01], [0.00, -0.01, 0.01], [-0.02, -0.02, -0.02], [-0.02, 0.01, -0.01], [0.01, -0.01, -0.02], [0.00, 0.00, -0.04], [0.00, -0.01, -0.02], [0.01, -0.01, 0.00], [-0.01, 0.00, -0.01], [-0.01, 0.02, -0.01], [0.01, 0.01, 0.00], [0.00, -0.01, 0.00], [0.00, -0.01, 0.00], [0.01, 0.03, -0.01], [-0.01, 0.00, 0.00], [0.00, 0.00, 0.00], [0.00, 0.01, -0.01], [-0.01, -0.01, 0.00], [-0.01, 0.00, 0.00]],
  "mulliken_charge": [1.028, -0.600, 0.085, -0.675, -0.033, 0.019, -0.967, -0.959, -0.020, -0.634, 0.011, -0.015, -0.615, -0.546, 0.613, 0.647, 0.391, 0.347, 0.365, 0.348, 0.672, 0.594, -1.019, -0.006, -0.701, -0.997, 0.266, 0.370, -0.133, -1.152, -0.347, -0.802, 0.860, -0.002, -0.099, 0.001, -0.716, -0.459, -0.759, -0.142, 0.384, 0.380, 0.329, 0.429, 0.052, 0.135, 0.379, 0.340, 0.349, 0.348, 0.446, 0.414, 0.535, 0.495, 0.399, 0.423, 0.411, 0.532]
}

# 2
{
  "formula": "C23H27ClN2O3",
  "method": "wB97M-V/def2-TZVPD",
  "charge": 0,
  "e_above_lowest_ev": 0.6013,
  "symbols": ["C", "N", "C", "C", "O", "C", "C", "C", "C", "C", "C", "C", "O", "C", "C", "C", "C", "O", "N", "C", "C", "C", "C", "C", "C", "Cl", "C", "C", "C", "H", "H", "H", "H", "H", "H", "H", "H", "H", "H", "H", "H", "H", "H", "H", "H", "H", "H", "H", "H", "H", "H", "H", "H", "H", "H", "H"],
  "xyz": [[0.3282, 1.1175, 2.0659], [-0.7573, 0.1678, 2.0572], [-1.8111, 0.4289, 3.0162], [-2.5387, 1.7564, 2.7127], [-2.6728, 2.0084, 1.3345], [-3.5245, 1.2519, 0.5739], [-4.4300, 0.3183, 1.0578], [-5.2259, -0.3882, 0.1720], [-5.1371, -0.1728, -1.1903], [-4.2502, 0.7760, -1.6729], [-3.4509, 1.4852, -0.7996], [-0.9628, -0.8278, 1.1588], [-1.9314, -1.5606, 1.2409], [0.0528, -0.9925, 0.0273], [-0.0532, -2.3965, -0.5911], [-0.5717, -2.3538, -2.0294], [0.2675, -1.4091, -2.8570], [0.7834, -1.6957, -3.9201], [0.4085, -0.1914, -2.2799], [1.1838, 0.8259, -2.9555], [2.6963, 0.5457, -2.8894], [3.1581, 0.3975, -1.4716], [3.3098, 1.5113, -0.6530], [3.6838, 1.3775, 0.6715], [3.9089, 0.1108, 1.1886], [4.3537, -0.0659, 2.8542], [3.7732, -1.0129, 0.3898], [3.3978, -0.8611, -0.9341], [-0.2605, 0.0815, -1.0322], [1.2213, 0.7088, 1.6025], [0.0507, 2.0408, 1.5497], [0.5666, 1.3602, 3.1031], [-2.5000, -0.4146, 2.9494], [-1.3943, 0.4752, 4.0270], [-3.5098, 1.7692, 3.2223], [-1.9479, 2.6010, 3.0788], [-4.5273, 0.1267, 2.1141], [-5.9189, -1.1198, 0.5592], [-5.7550, -0.7362, -1.8725], [-4.1759, 0.9614, -2.7346], [-2.7605, 2.2344, -1.1569], [1.0668, -0.8442, 0.4017], [-0.7365, -2.9981, 0.0106], [0.9269, -2.8756, -0.5809], [-1.6088, -2.0108, -2.0356], [-0.5342, -3.3452, -2.4803], [0.9544, 1.7937, -2.5065], [0.8861, 0.8392, -4.0088], [2.8906, -0.3707, -3.4457], [3.2177, 1.3713, -3.3767], [3.1379, 2.4987, -1.0565], [3.8006, 2.2453, 1.3017], [3.9563, -1.9934, 0.8011], [3.2872, -1.7339, -1.5602], [0.0512, 1.0633, -0.6753], [-1.3479, 0.1050, -1.1881]],
  "forces_ev_per_a": [[0.13, 0.05, -0.18], [-0.14, 0.18, 0.49], [-0.38, -0.03, -0.20], [0.17, -0.13, 0.34], [-0.12, 0.00, -0.27], [-0.07, 0.05, -0.23], [0.12, 0.20, 0.23], [-0.04, 0.00, -0.09], [-0.12, -0.13, -0.05], [0.05, 0.02, 0.00], [0.02, 0.09, 0.20], [0.40, -0.20, -0.16], [-0.24, -0.23, -0.15], [-0.14, -0.07, 0.08], [-0.12, -0.04, 0.10], [0.15, -0.17, -0.02], [-0.39, -0.18, 0.25], [0.23, -0.12, -0.41], [0.21, 0.21, -0.04], [0.25, -0.10, -0.39], [-0.26, 0.07, 0.00], [0.07, -0.03, -0.08], [0.01, -0.12, 0.03], [0.04, -0.03, 0.10], [-0.04, -0.01, -0.17], [0.03, -0.01, 0.13], [0.05, 0.04, 0.14], [0.03, 0.14, 0.00], [-0.26, -0.04, 0.39], [-0.01, 0.03, 0.01], [0.05, 0.06, 0.00], [0.06, 0.00, -0.02], [0.12, 0.16, 0.13], [-0.03, 0.02, -0.02], [0.09, 0.04, -0.02], [-0.13, -0.08, 0.00], [0.06, -0.03, 0.11], [-0.05, -0.07, 0.04], [-0.06, -0.05, -0.05], [0.00, 0.03, -0.08], [0.09, 0.07, -0.03], [-0.09, 0.07, -0.04], [0.14, 0.02, -0.04], [0.03, -0.01, -0.01], [-0.06, 0.00, 0.00], [-0.02, 0.12, -0.07], [-0.03, -0.04, -0.02], [0.01, 0.12, 0.10], [0.03, 0.06, -0.04], [0.05, -0.01, -0.05], [-0.02, 0.13, -0.05], [0.02, 0.07, 0.08], [0.02, -0.08, 0.07], [-0.01, -0.11, -0.09], [-0.07, 0.00, -0.05], [0.15, 0.08, 0.10]],
  "mulliken_charge": [-0.794, 0.194, -1.130, -0.632, -0.485, 0.794, -0.353, -0.648, -0.680, -0.329, -0.300, 0.059, -0.708, 1.888, -1.073, -0.777, 0.649, -0.702, 0.305, -1.026, -1.446, 0.351, -0.201, -0.768, 0.347, -0.228, -0.687, -0.063, -1.014, 0.078, 0.265, 0.345, 0.392, 0.469, 0.422, 0.441, 0.322, 0.396, 0.407, 0.402, 0.362, -0.625, 0.482, 0.432, 0.305, 0.419, 0.487, 0.507, 0.466, 0.464, 0.468, 0.470, 0.433, 0.417, 0.570, -0.137]
}

# 3
{
  "formula": "C23H27ClN2O5",
  "method": "wB97M-V/def2-TZVPD",
  "charge": 0,
  "e_above_lowest_ev": 29.0638,
  "symbols": ["C", "H", "H", "H", "C", "N", "C", "O", "C", "C", "C", "C", "C", "C", "C", "C", "H", "O", "C", "H", "H", "H", "O", "C", "H", "H", "H", "O", "C", "H", "H", "H", "H", "H", "H", "C", "C", "O", "N", "H", "C", "C", "C", "C", "C", "C", "C", "H", "H", "Cl", "H", "H", "H", "H", "H", "H", "H", "H"],
  "xyz": [[4.5557, -1.6213, -0.7172], [5.2272, -1.6115, -1.5367], [4.8376, -2.0351, 0.1053], [4.5671, -0.4749, -0.5186], [3.3691, -1.9490, -1.2021], [2.7398, -1.4598, -2.2981], [1.9017, -0.5234, -2.1696], [1.1987, 0.1124, -3.3704], [1.5420, 0.3027, -1.0550], [0.4945, 1.0928, -0.7618], [-0.1789, 1.6208, 0.3182], [0.6030, 1.5710, 1.4681], [0.3072, 2.2744, 2.7777], [-1.1551, 2.8900, 2.7357], [-1.6916, 3.1233, 1.4097], [-1.1526, 2.2856, 0.4070], [-1.5915, 2.5411, -0.4533], [-2.8428, 3.6045, 1.2955], [-3.6685, 4.5607, 2.2337], [-2.9740, 5.1830, 2.6050], [-3.7978, 3.8947, 3.0124], [-4.5101, 4.6365, 1.7345], [-1.7302, 3.4335, 3.8360], [-0.8234, 3.9867, 4.8076], [-1.5426, 5.0458, 5.0525], [-0.3909, 3.5357, 5.5295], [0.2038, 4.7223, 4.3051], [0.5415, 2.0522, 3.9681], [1.8991, 1.0984, 4.1718], [2.7099, 1.6112, 3.6513], [1.5657, 0.2282, 3.7757], [2.1530, 1.3264, 5.1073], [1.5036, 0.9952, 1.7151], [-0.0224, 1.2247, -1.6653], [2.2931, 0.0530, -0.1415], [2.6058, -2.0828, -3.6187], [1.6950, -2.9496, -3.7692], [1.7996, -4.4603, -3.1936], [0.4646, -2.5780, -4.0299], [0.3904, -1.6950, -4.1548], [-0.7216, -3.2163, -3.4098], [-1.1483, -2.8874, -2.1944], [-0.3876, -3.2013, -1.1405], [-0.5123, -2.5929, 0.1685], [-1.5237, -1.4916, 0.1260], [-2.1401, -0.8291, -0.7226], [-1.8660, -1.4829, -1.9662], [-2.3392, -1.0296, -2.7897], [-2.8939, -0.0153, -0.8091], [-1.7899, -0.8851, 1.7403], [-0.2118, -2.9104, 0.9838], [0.1696, -3.9139, -1.2425], [-0.6951, -4.0476, -3.5089], [-1.4774, -2.9408, -4.1894], [3.8025, -2.5470, -3.4636], [2.5969, -1.4583, -4.2683], [2.5819, -1.9638, -0.3706], [3.2544, -3.2546, -1.4591]],
  "forces_ev_per_a": [[4.70, 8.23, -3.10], [1.73, -0.62, -0.44], [1.88, -3.02, 4.75], [-0.10, -1.37, 0.15], [-8.59, -10.11, 1.76], [-1.62, 1.38, -2.42], [-6.84, 8.83, -6.15], [3.11, -4.11, 4.57], [3.46, -1.49, 5.81], [0.18, -2.21, -4.96], [13.91, -6.52, 4.00], [2.45, 1.03, 7.58], [-8.02, 0.05, -8.87], [3.91, 0.13, -3.11], [3.98, -3.60, 5.88], [-12.14, 9.40, 0.45], [-2.29, 0.57, -3.69], [-5.86, 3.26, -1.96], [4.66, -5.44, -0.43], [1.60, 3.50, 0.58], [-0.95, -1.15, 1.93], [-3.67, 1.66, -2.57], [1.69, -0.72, 0.86], [-2.94, 10.82, -6.60], [2.26, -3.29, 0.44], [1.92, -3.84, 4.92], [-3.03, -2.59, 0.82], [6.18, -3.19, 5.34], [-1.98, 5.10, -2.96], [-0.32, -0.31, -0.87], [-0.50, -2.92, -0.52], [0.23, -0.35, 4.21], [-0.24, -0.19, -1.38], [-1.13, 0.30, -1.51], [-1.81, 0.71, -1.64], [14.57, -2.10, 8.50], [-8.86, -15.99, 3.69], [0.01, 7.71, -2.87], [1.10, -6.99, 1.99], [-0.91, 7.99, -1.16], [-1.25, 14.98, -7.41], [-3.12, 9.79, 6.16], [-4.86, 6.32, 6.11], [-6.28, 4.67, -11.78], [6.33, -5.15, 9.88], [-3.35, 1.52, -10.16], [0.41, -3.24, -0.40], [-0.37, 0.21, -1.41], [1.09, -0.59, 1.08], [-0.23, 0.21, 1.62], [3.15, -2.87, 7.55], [6.56, -7.99, -0.97], [1.59, -18.30, -2.23], [0.01, -0.09, 0.61], [-3.30, 0.39, -1.92], [0.35, 8.15, -7.69], [0.86, 0.13, -0.87], [0.71, 3.29, 0.81]],
  "mulliken_charge": [-1.751, 0.392, 0.531, 0.287, -0.404, 0.497, 0.252, -0.851, 0.196, -0.663, 1.089, -0.500, 0.458, 0.797, -0.721, -0.334, 0.751, -0.546, -0.995, 0.397, 0.419, 0.358, -0.433, -0.911, 0.243, 0.527, 0.213, -0.442, -1.064, 0.379, 0.450, 0.365, 0.138, 0.585, -0.392, -1.681, 0.605, -0.653, 0.053, 0.384, -2.889, 0.930, -0.860, -2.025, 0.806, -0.869, -0.149, 0.478, 0.416, -0.201, 1.111, 1.281, 1.373, 0.457, 0.370, 0.966, 0.394, 0.385]
}

# 4
{
  "formula": "C23H27ClN4O6S",
  "method": "wB97M-V/def2-TZVPD",
  "charge": 0,
  "e_above_lowest_ev": 1.4034,
  "symbols": ["O", "C", "C", "O", "C", "C", "C", "C", "C", "C", "Cl", "N", "N", "C", "O", "C", "C", "C", "S", "O", "O", "N", "C", "C", "O", "C", "C", "C", "C", "C", "N", "C", "C", "C", "C", "H", "H", "H", "H", "H", "H", "H", "H", "H", "H", "H", "H", "H", "H", "H", "H", "H", "H", "H", "H", "H", "H", "H", "H", "H", "H", "H"],
  "xyz": [[0.1181, 2.9312, -2.6245], [0.3826, 3.1130, -1.4525], [0.3718, 4.4983, -0.8118], [0.6713, 4.3903, 0.5577], [0.6431, 5.5094, 1.3342], [0.3688, 6.7950, 0.8880], [0.3658, 7.8562, 1.7798], [0.6357, 7.6520, 3.1194], [0.9143, 6.3745, 3.5790], [0.9178, 5.3151, 2.6938], [1.2611, 3.7131, 3.2430], [0.7143, 2.1223, -0.6128], [0.7245, 0.7990, -1.0399], [0.9474, -0.1949, -0.1426], [1.2475, 0.0625, 1.0117], [0.7266, -1.5602, -0.6795], [-0.4914, -1.7768, -1.3150], [-0.8986, -3.0458, -1.6607], [-2.4889, -3.2327, -2.4297], [-2.5924, -2.3401, -3.5464], [-2.7603, -4.6276, -2.6465], [-3.4836, -2.6073, -1.2141], [-4.7937, -2.2016, -1.6885], [-5.5191, -1.5014, -0.5397], [-5.6299, -2.3503, 0.5802], [-4.3643, -2.7720, 1.0276], [-3.5932, -3.4977, -0.0778], [-0.1043, -4.1395, -1.3558], [1.1150, -3.9496, -0.7527], [1.5921, -2.6588, -0.4242], [2.8374, -2.5128, 0.0743], [3.5726, -1.2670, 0.1635], [5.0354, -1.6972, 0.2139], [4.9512, -3.0128, 0.9787], [3.6892, -3.6444, 0.3982], [1.1085, 5.1216, -1.3374], [-0.6242, 4.9318, -0.9750], [0.1570, 6.9782, -0.1533], [0.1493, 8.8485, 1.4151], [0.6311, 8.4805, 3.8097], [1.1278, 6.1954, 4.6207], [0.9056, 2.2405, 0.3769], [0.4158, 0.6746, -1.9958], [-1.1677, -0.9600, -1.5128], [-4.6426, -1.5325, -2.5351], [-5.3766, -3.0751, -2.0151], [-6.5387, -1.2411, -0.8270], [-4.9673, -0.5905, -0.2639], [-4.5453, -3.4375, 1.8730], [-3.7759, -1.9034, 1.3605], [-2.5848, -3.7465, 0.2574], [-4.1162, -4.4226, -0.3603], [-0.4603, -5.1251, -1.6103], [1.7207, -4.8119, -0.5328], [3.2967, -0.7217, 1.0734], [3.3504, -0.6303, -0.6973], [5.6645, -0.9585, 0.7045], [5.4163, -1.8710, -0.7934], [5.8267, -3.6441, 0.8439], [4.8185, -2.8165, 2.0426], [3.1962, -4.3093, 1.1120], [3.9302, -4.2147, -0.5085]],
  "forces_ev_per_a": [[-0.09, 0.07, -0.24], [0.11, 0.02, 0.34], [-0.12, 0.16, -0.42], [0.01, 0.14, 0.14], [0.05, -0.06, 0.23], [0.00, -0.23, -0.20], [0.01, 0.02, 0.09], [-0.01, 0.08, -0.02], [-0.01, -0.07, -0.13], [-0.02, -0.03, -0.17], [0.03, -0.09, 0.10], [0.16, -0.61, 0.68], [-0.13, 0.56, -0.53], [-0.09, 0.37, -0.04], [-0.08, 0.03, 0.15], [-0.26, -0.15, -0.13], [0.25, -0.01, 0.05], [-0.64, -0.23, -0.25], [0.10, 0.21, 0.36], [-0.03, 0.24, 0.07], [0.17, -0.07, 0.24], [0.74, -0.17, -0.68], [-0.46, 0.25, -0.18], [0.14, -0.01, -0.30], [-0.20, -0.09, 0.04], [0.36, -0.14, -0.05], [-0.17, -0.24, 0.56], [-0.14, 0.06, -0.08], [0.08, 0.01, 0.08], [-0.20, -0.01, -0.14], [0.06, -0.08, 0.15], [0.25, 0.56, 0.20], [-0.13, -0.03, -0.02], [-0.07, 0.01, -0.13], [0.11, -0.35, 0.09], [-0.10, -0.11, 0.06], [0.13, -0.09, 0.02], [-0.02, -0.01, -0.11], [-0.02, 0.08, -0.04], [0.00, 0.08, 0.07], [0.03, -0.06, 0.09], [-0.04, 0.05, -0.16], [0.11, -0.01, 0.14], [-0.02, 0.21, 0.07], [-0.20, 0.04, 0.03], [-0.03, 0.10, 0.01], [0.11, 0.04, -0.05], [-0.06, -0.03, -0.04], [0.11, 0.04, -0.05], [-0.03, -0.07, 0.03], [-0.07, -0.07, 0.16], [0.05, 0.06, 0.09], [0.03, -0.17, 0.01], [0.09, -0.07, 0.00], [0.09, -0.02, -0.21], [0.02, 0.01, 0.05], [0.02, 0.06, -0.03], [0.04, 0.00, -0.03], [0.00, -0.05, 0.05], [0.00, -0.02, 0.05], [0.02, -0.05, -0.08], [-0.05, -0.06, 0.06]],
  "mulliken_charge": [-0.697, 0.162, -0.164, -0.227, 0.539, -0.570, -0.694, -0.467, -0.492, 0.504, -0.202, -0.063, -0.550, -0.161, -0.733, 0.958, -0.003, -0.807, 1.428, -0.751, -0.739, 0.160, -0.579, -0.636, -0.382, -0.722, -0.470, -0.802, -0.833, 0.534, 0.208, -0.542, -0.712, -0.783, -0.884, 0.361, 0.386, 0.361, 0.363, 0.369, 0.418, 0.448, 0.375, 0.556, 0.430, 0.326, 0.360, 0.321, 0.350, 0.321, 0.375, 0.311, 0.504, 0.396, 0.294, 0.296, 0.372, 0.311, 0.391, 0.318, 0.443, 0.418]
}

no.,energy (eV)
1,-51752.033
2,-45935.624
3,-50001.245
4,-65891.574